1.
{
  "formula": "C5H19N2O4",
  "method": "ωB97M-V with the def2-TZVPD basis set",
  "total_charge": 1,
  "homo_energy_ha": -0.48206,
  "de_lowest_kcal_mol": 0.5,
  "orbital_gap_ev": 10.42,
  "total_energy_ev": -16658.616,
  "species": ["N", "C", "C", "N", "C", "C", "C", "O", "H", "H", "H", "H", "H", "H", "H", "H", "H", "H", "H", "H", "H", "H", "H", "O", "H", "H", "O", "H", "H", "O"],
  "xyz": [[-0.1371, -1.7936, 0.9921], [-0.5593, -0.4287, 0.5903], [-0.2566, -0.2367, -0.9052], [-0.8176, 0.7979, -1.5285], [-1.4806, 1.9064, -0.8330], [-0.4619, 2.9001, -0.2905], [-0.5188, 1.0204, -2.9440], [0.4340, -1.0826, -1.4821], [0.5413, -2.2027, 0.3312], [-0.9251, -2.4239, 1.0909], [0.3582, -1.7455, 1.9124], [-1.6222, -0.3114, 0.7562], [-0.0172, 0.3222, 1.1630], [-2.1361, 2.4214, -1.5402], [-2.1018, 1.5049, -0.0268], [0.2308, 2.4768, 0.4274], [0.1233, 3.3528, -1.0941], [-0.9620, 3.7542, 0.1839], [-0.1915, 0.0878, -3.3899], [0.2563, 1.7784, -3.0715], [-1.4250, 1.3456, -3.4561], [2.0948, -1.7057, -0.9185], [3.1759, -2.7999, -0.6718], [2.5625, -2.2260, -0.2335], [-1.1746, 0.9738, 3.6236], [-2.4325, 1.5476, 2.9313], [-1.6820, 0.9407, 2.7977], [2.5970, -1.5387, 1.4620], [2.7214, -1.4516, 3.0132], [2.1119, -1.3040, 2.2829]],
  "forces_ev_per_a": [[0.08, 0.06, 1.00], [0.08, 0.29, -1.06], [-0.19, -0.42, -0.13], [-0.07, 0.30, -0.21], [0.30, 0.02, 0.40], [-0.20, 0.84, -0.13], [-0.08, -0.13, -0.10], [0.09, 0.05, 0.20], [-0.02, 0.15, -0.20], [-0.16, -0.09, -0.17], [0.10, -0.04, -0.59], [0.04, -0.03, 0.29], [-0.11, -0.24, 0.12], [0.03, -0.30, 0.04], [0.02, 0.14, -0.13], [0.04, -0.20, 0.14], [0.03, -0.23, -0.07], [-0.02, -0.31, 0.05], [0.09, 0.02, 0.02], [-0.01, -0.04, 0.04], [0.03, 0.04, 0.12], [0.18, -0.25, 0.06], [0.51, -0.47, -0.38], [-0.67, 0.66, 0.21], [-0.28, 0.09, -0.22], [0.45, -0.35, 0.07], [-0.28, 0.39, 0.40], [-0.15, -0.02, 0.27], [-0.04, 0.06, 0.00], [0.22, 0.00, -0.03]],
  "mulliken_charge": [-0.075, -0.983, 1.088, 0.024, -0.553, -1.024, -1.055, -0.885, 0.264, 0.383, 0.396, 0.360, 0.384, 0.390, 0.268, 0.261, 0.349, 0.352, 0.353, 0.342, 0.348, 0.361, 0.293, -0.683, 0.280, 0.292, -0.551, 0.363, 0.321, -0.664]
}

---

2.
{
  "formula": "CH3NO2",
  "method": "ωB97M-V with the def2-TZVPD basis set",
  "smiles": "C[N+](=O)[O-]",
  "total_charge": 0,
  "homo_energy_ha": [-0.36664, -0.36641],
  "de_lowest_kcal_mol": 169.3,
  "orbital_gap_ev": [8.66, 8.64],
  "total_energy_ev": -6664.321,
  "species": ["C", "N", "O", "O", "H", "H", "H"],
  "xyz": [[0.2748, 0.0074, 0.0396], [1.5998, -0.3596, -0.0800], [2.1595, -1.3910, -0.2102], [2.5279, 1.0038, 0.2447], [0.0533, 0.8114, -0.5833], [0.0248, 0.3109, 0.9631], [-0.1090, -0.9256, -0.4087]],
  "forces_ev_per_a": [[-1.21, -3.76, -3.81], [9.19, 6.62, 2.47], [-1.85, 0.45, -0.24], [-3.78, -5.44, -1.47], [0.06, 1.37, -1.30], [-0.76, 0.33, 3.55], [-1.66, 0.44, 0.81]],
  "mulliken_charge": [-0.564, 0.576, -0.363, -0.518, 0.279, 0.266, 0.325]
}

---

3.
{
  "formula": "C21H14F9N2OPdS",
  "method": "ωB97M-V with the def2-TZVPD basis set",
  "total_charge": -1,
  "homo_energy_ha": -0.15842,
  "de_lowest_kcal_mol": 23.8,
  "orbital_gap_ev": 7.11,
  "total_energy_ev": -65807.677,
  "species": ["Pd", "N", "C", "C", "C", "C", "C", "C", "C", "C", "C", "C", "C", "C", "H", "H", "H", "H", "H", "H", "H", "H", "H", "H", "S", "C", "C", "C", "C", "C", "N", "H", "H", "H", "H", "F", "C", "F", "F", "C", "O", "C", "F", "F", "F", "C", "F", "F", "F"],
  "xyz": [[-0.3914, 0.1216, -0.5986], [1.6427, 0.4616, -0.5099], [2.1551, -0.2594, 0.5930], [2.7711, 0.3955, 1.6511], [3.2246, -0.3250, 2.7448], [3.0649, -1.7042, 2.7952], [2.4336, -2.3499, 1.7414], [1.9710, -1.6494, 0.6323], [1.2015, -2.3174, -0.4513], [1.5048, -3.6312, -0.8335], [0.7773, -4.2835, -1.8136], [-0.2642, -3.6146, -2.4520], [-0.5700, -2.3114, -2.0916], [0.1460, -1.6610, -1.0885], [1.9325, 0.1038, -1.4119], [1.6234, 1.4842, -0.4683], [2.8928, 1.4711, 1.6084], [3.7038, 0.1996, 3.5620], [3.3997, -2.2674, 3.6563], [2.2435, -3.4152, 1.7993], [2.3335, -4.1377, -0.3510], [1.0249, -5.3031, -2.0816], [-0.8366, -4.1070, -3.2285], [-1.3765, -1.7828, -2.5858], [-2.7216, 1.0187, -1.3276], [-3.2981, -0.3870, -0.5162], [-4.6350, -0.8512, -0.5323], [-4.9420, -2.0755, 0.0099], [-3.9378, -2.8548, 0.5922], [-2.6698, -2.3182, 0.6251], [-2.3584, -1.1200, 0.1253], [-5.3894, -0.2407, -1.0095], [-5.9635, -2.4389, -0.0184], [-4.1324, -3.8378, 0.9986], [-1.8454, -2.8587, 1.0822], [2.3528, 3.5828, 1.0552], [1.8338, 4.2227, -0.0225], [2.6151, 3.8871, -1.0590], [1.9993, 5.5395, 0.1825], [0.3539, 3.7496, -0.2643], [0.3461, 2.5581, -0.8529], [-0.3385, 4.8042, -1.1983], [0.4705, 5.1117, -2.2341], [-1.4644, 4.3166, -1.7079], [-0.6394, 5.9729, -0.5888], [-0.3856, 3.7734, 1.1286], [-0.2003, 2.6212, 1.7774], [0.0463, 4.7565, 1.9486], [-1.7041, 3.9504, 0.9885]],
  "forces_ev_per_a": [[0.16, 0.12, -0.08], [0.05, -0.86, -0.06], [0.20, -0.23, 0.25], [0.06, 0.05, -0.17], [0.05, -0.13, 0.11], [-0.02, 0.20, -0.08], [-0.03, -0.03, -0.05], [-0.15, -0.05, -0.01], [0.19, -0.10, 0.05], [0.03, 0.04, 0.07], [-0.03, 0.08, 0.02], [0.09, 0.01, 0.06], [0.09, -0.03, -0.12], [-0.26, -0.08, 0.06], [0.30, 0.12, 0.00], [-0.09, 0.30, -0.15], [-0.01, -0.11, 0.01], [-0.02, -0.01, 0.01], [0.01, 0.01, 0.01], [0.04, 0.01, -0.01], [0.00, -0.01, -0.03], [0.01, 0.01, -0.02], [-0.01, -0.02, 0.00], [-0.05, 0.00, 0.05], [-0.40, -0.17, -0.01], [-0.01, -0.10, 0.00], [0.05, 0.12, -0.05], [-0.03, -0.02, 0.05], [-0.06, 0.02, -0.05], [0.20, 0.23, 0.17], [-0.21, -0.04, -0.18], [0.00, -0.01, 0.01], [0.01, 0.00, -0.03], [-0.02, 0.02, 0.02], [0.00, -0.01, -0.04], [0.00, 0.11, -0.03], [0.01, -0.10, -0.08], [-0.04, 0.05, 0.06], [-0.03, -0.02, 0.05], [-0.10, 0.16, -0.33], [-0.03, 0.64, 0.62], [0.04, -0.06, -0.03], [-0.03, -0.01, 0.04], [0.02, 0.06, 0.02], [0.02, 0.00, 0.05], [-0.04, -0.02, -0.17], [0.05, -0.11, 0.01], [0.06, 0.11, 0.01], [-0.03, -0.11, -0.04]],
  "mulliken_charge": [-0.019, -0.776, 0.605, -0.475, -0.687, -0.681, -0.982, 1.268, 1.425, -0.623, -0.634, -0.565, -0.305, -0.684, 0.358, -0.112, 0.464, 0.397, 0.373, 0.421, 0.424, 0.378, 0.385, 0.437, -0.373, 0.388, -0.780, -0.031, -0.767, -0.267, -0.108, 0.364, 0.349, 0.374, 0.341, -0.275, 0.464, -0.289, -0.299, 1.249, -0.991, 0.508, -0.293, -0.205, -0.308, 0.364, -0.213, -0.320, -0.272]
}

---

4.
{
  "formula": "C16H23Br36FO3Si2",
  "method": "ωB97M-V with the def2-TZVPD basis set",
  "total_charge": 0,
  "homo_energy_ha": -0.36837,
  "de_lowest_kcal_mol": 17.7,
  "orbital_gap_ev": 9.77,
  "total_energy_ev": -2563109.706,
  "species": ["O", "C", "O", "C", "C", "C", "Si", "O", "Si", "F", "H", "H", "H", "H", "H", "H", "H", "H", "H", "H", "H", "C", "Br", "Br", "Br", "H", "C", "Br", "Br", "Br", "H", "C", "Br", "Br", "Br", "H", "C", "Br", "Br", "Br", "H", "C", "Br", "Br", "Br", "H", "C", "Br", "Br", "Br", "H", "C", "Br", "Br", "Br", "H", "C", "Br", "Br", "Br", "H", "C", "Br", "Br", "Br", "H", "C", "Br", "Br", "Br", "H", "C", "Br", "Br", "Br", "H", "C", "Br", "Br", "Br", "H"],
  "xyz": [[5.8870, 1.0968, 2.8750], [5.8706, 0.7175, 1.7672], [6.2437, -0.5707, 1.4832], [5.5211, 1.5155, 0.5598], [5.5279, 3.0346, 0.7395], [4.6225, 3.5897, 1.8613], [2.9468, 2.7773, 2.0166], [2.1236, 2.6381, 0.5352], [1.0353, 1.3773, 0.6411], [-0.3198, 1.6971, -0.1343], [5.7673, -1.1282, 2.1110], [4.6008, 1.1535, 0.1069], [6.2882, 1.2809, -0.1760], [5.1908, 3.4551, -0.2039], [6.5456, 3.3809, 0.8974], [4.4818, 4.6547, 1.6804], [5.1329, 3.5037, 2.8227], [3.0938, 1.4253, 2.6078], [2.1359, 3.5518, 2.9785], [0.7411, 1.1029, 2.0522], [1.6859, 0.1940, 0.0629], [4.8270, 2.5540, 6.5635], [5.0641, 3.3522, 8.2998], [2.9859, 2.6174, 5.9972], [6.0026, 3.3234, 5.2477], [5.0939, 1.5117, 6.6566], [-0.7248, -1.5126, -2.5879], [1.1239, -1.9791, -2.2803], [-0.9940, -0.8108, -4.3615], [-1.8947, -2.9962, -2.2183], [-0.9741, -0.7230, -1.8921], [4.9185, -0.4220, 10.0311], [3.4431, 0.7838, 10.3294], [4.6074, -2.1358, 10.8519], [5.3415, -0.6136, 8.1595], [5.7848, 0.0102, 10.5107], [0.5729, -6.6379, -2.2366], [2.4061, -6.0464, -2.1876], [-0.3967, -6.0684, -0.6685], [-0.3077, -6.0983, -3.8629], [0.5860, -7.7178, -2.2262], [-5.6919, -5.1373, -3.0545], [-5.3665, -3.9513, -4.5377], [-4.0888, -5.4519, -2.0339], [-7.1362, -4.5131, -1.9418], [-5.9975, -6.0877, -3.4684], [-9.3540, -4.1384, -5.6671], [-9.2602, -6.0201, -5.2602], [-8.6155, -3.7474, -7.4037], [-11.1462, -3.4578, -5.4868], [-8.7420, -3.6243, -4.9382], [-3.1488, 4.5709, -0.2728], [-1.7290, 5.2965, 0.8087], [-4.7151, 4.1806, 0.7809], [-3.5642, 5.7113, -1.7700], [-2.7939, 3.6324, -0.6750], [-8.9283, -4.8760, -11.0615], [-8.8486, -6.7540, -10.6396], [-8.1896, -4.5019, -12.8018], [-10.7160, -4.1819, -10.8813], [-8.3125, -4.3622, -10.3379], [3.6757, 2.4877, -3.2420], [5.5328, 2.0692, -2.9394], [3.3970, 3.1939, -5.0139], [2.5325, 0.9733, -2.8946], [3.4025, 3.2640, -2.5403], [2.3854, -5.3349, 8.5775], [1.1502, -4.1544, 9.4679], [3.2680, -4.4617, 7.1034], [3.6540, -6.0980, 9.8114], [1.8087, -6.1508, 8.1674], [-6.5224, 4.2221, 4.4689], [-7.7412, 4.7217, 5.8748], [-5.1198, 3.0696, 5.1133], [-7.4485, 3.4421, 2.9688], [-6.0528, 5.1290, 4.1155], [1.2516, 6.0721, -6.6893], [1.3327, 4.6203, -7.9551], [1.1150, 7.7799, -7.5713], [-0.1584, 5.8152, -5.4036], [2.1837, 6.0700, -6.1422]],
  "forces_ev_per_a": [[-0.26, 1.04, 2.53], [0.28, -0.92, -1.66], [-0.73, -0.20, -0.78], [0.84, 0.47, -0.41], [-0.58, -0.12, 0.36], [0.05, -0.15, -0.57], [0.43, 0.55, 0.21], [-0.36, -0.64, 0.94], [0.86, 0.09, -0.25], [-0.04, 0.08, -0.14], [0.47, -0.14, 0.29], [-0.27, -0.16, 0.14], [0.02, -0.21, -0.18], [0.06, 0.08, -0.19], [0.18, 0.00, 0.00], [-0.09, 0.17, 0.03], [-0.33, -0.10, -0.10], [-0.01, -0.09, -0.21], [-0.17, 0.03, -0.14], [-0.33, 0.17, 0.06], [-0.20, -0.05, -0.15], [0.02, 0.08, -0.08], [0.07, 0.08, -0.18], [0.09, 0.01, 0.04], [0.04, 0.07, 0.40], [-0.02, 0.07, -0.01], [-0.04, 0.00, 0.06], [-0.17, -0.17, -0.02], [0.04, -0.05, 0.09], [0.08, 0.37, -0.14], [0.04, 0.02, -0.01], [-0.11, 0.03, 0.14], [0.03, -0.24, -0.01], [0.00, 0.04, -0.08], [-0.03, -0.14, 0.10], [0.01, 0.02, -0.04], [-0.01, 0.04, -0.05], [-0.11, -0.01, 0.00], [0.06, -0.07, -0.05], [0.06, -0.03, 0.09], [0.00, 0.00, 0.01], [-0.02, 0.02, -0.01], [-0.06, -0.03, 0.07], [-0.15, -0.20, 0.01], [0.07, 0.01, -0.08], [-0.01, 0.00, 0.00], [-0.01, -0.01, 0.05], [0.01, 0.09, -0.04], [-0.01, 0.00, 0.10], [0.10, -0.06, -0.03], [0.03, -0.02, -0.02], [0.01, -0.02, 0.01], [-0.06, -0.02, -0.05], [0.07, 0.03, -0.04], [0.03, -0.04, 0.08], [0.02, 0.01, 0.01], [-0.05, -0.03, -0.02], [-0.01, 0.10, -0.03], [-0.05, -0.03, 0.09], [0.09, -0.05, -0.03], [0.01, -0.01, 0.00], [-0.11, 0.08, 0.02], [-0.09, -0.01, -0.15], [-0.03, -0.05, 0.03], [0.26, 0.18, -0.09], [0.01, -0.01, 0.01], [0.01, 0.06, 0.02], [0.09, -0.05, -0.05], [-0.03, -0.02, 0.10], [-0.05, 0.06, -0.05], [0.01, 0.00, 0.00], [0.03, 0.00, 0.03], [0.06, -0.05, -0.08], [-0.09, 0.05, -0.04], [0.00, 0.01, 0.09], [0.00, -0.01, -0.01], [-0.01, 0.01, 0.02], [0.00, 0.07, 0.06], [-0.01, -0.10, 0.04], [0.05, 0.00, -0.06], [0.00, -0.01, 0.00]],
  "mulliken_charge": [-0.374, 0.324, -0.504, -0.183, -0.625, 0.006, 0.299, -0.060, 0.565, -0.262, 0.351, 0.107, 0.314, 0.216, 0.379, 0.582, -0.457, -0.106, -0.215, -0.151, -0.126, 0.213, -0.051, -0.035, -0.053, -0.152, -0.110, -0.058, -0.010, 0.012, 0.175, -0.311, -0.019, -0.023, 0.026, 0.360, -0.292, -0.028, -0.056, -0.012, 0.365, -0.297, 0.010, -0.028, -0.024, 0.348, -0.217, -0.004, 0.048, -0.019, 0.219, -0.216, -0.009, 0.048, -0.002, 0.209, -0.137, 0.008, -0.019, 0.007, 0.097, -0.302, -0.020, -0.010, 0.086, 0.268, -0.332, 0.002, 0.010, -0.014, 0.327, -0.297, -0.039, 0.015, -0.050, 0.336, -0.269, -0.020, -0.036, 0.035, 0.264]
}